Below is a cluster of 11 separate species, C32H54N4O10 in total, with properties calculated with ωB97M-V with the def2-TZVPD basis set.

```
100
Properties=species:S:1:pos:R:3:forces:R:3:lowdin_charge:R:1
C 1.304143 -14.462984 -23.537164 -0.60 1.34 -0.18 -0.119
C 2.706737 -14.508152 -23.553982 0.74 -0.88 0.17 -0.115
C 3.095160 -15.093222 -22.379595 -0.03 0.37 1.15 -0.162
N 1.979595 -15.229360 -21.570949 -0.09 -0.21 -1.17 0.021
C 0.875610 -14.870537 -22.306260 0.08 -0.08 0.48 -0.135
H 0.716901 -13.898893 -24.247802 -0.19 -0.46 -0.10 0.095
H 3.396847 -14.165440 -24.306780 -0.15 -0.09 -0.18 0.091
H 4.065487 -15.304404 -21.960896 0.07 0.06 -0.19 0.079
H 1.948370 -15.532192 -20.616944 0.15 -0.21 0.03 0.141
H -0.108873 -14.900230 -21.870774 0.00 0.01 -0.05 0.106
C 6.548691 -11.236868 -22.770951 -0.41 0.79 2.06 -0.110
C 5.143647 -11.470576 -22.651667 -0.16 -1.29 -1.11 -0.109
C 4.948915 -12.430036 -21.677602 0.39 0.76 0.22 -0.134
N 6.152441 -12.601864 -21.069017 0.38 0.44 1.01 0.012
C 7.095362 -11.774196 -21.597094 0.02 -0.58 -1.76 -0.131
H 7.021561 -10.594463 -23.494503 0.09 0.15 0.15 0.087
H 4.372926 -11.114322 -23.317582 0.05 -0.05 -0.09 0.091
H 4.103471 -12.970114 -21.295171 -0.25 0.20 -0.21 0.096
H 6.294871 -13.095736 -20.202562 -0.10 -0.15 -0.08 0.112
H 8.072782 -11.706417 -21.150383 0.12 -0.15 -0.19 0.098
C 6.141180 -15.998440 -20.027339 0.31 -0.13 -0.44 -0.100
C 7.149631 -15.784042 -20.988523 0.43 0.36 -0.02 -0.141
C 8.245616 -15.222903 -20.356682 -0.93 -0.19 -0.55 -0.129
N 7.927583 -15.137794 -19.023051 -0.31 0.10 0.26 0.048
C 6.661727 -15.617801 -18.812932 -0.47 -0.05 -0.26 -0.122
H 5.185209 -16.380786 -20.347032 -0.15 -0.18 0.74 0.087
H 7.060397 -16.070122 -22.024475 0.14 0.20 -0.07 0.079
H 9.087142 -14.766221 -20.848833 0.35 -0.06 0.49 0.097
H 8.461408 -14.733876 -18.264320 0.31 -0.01 -0.26 0.112
H 6.220465 -15.674762 -17.832098 0.06 0.17 0.03 0.094
C 4.920699 -11.883309 -17.637093 -0.25 0.15 0.26 -0.101
C 4.817631 -10.513727 -17.256448 0.18 -0.03 0.36 -0.110
C 5.013374 -10.449712 -15.897264 0.30 -0.37 -0.14 -0.132
N 5.229775 -11.735340 -15.449664 -0.26 0.71 0.53 0.010
C 5.136363 -12.599936 -16.476863 0.52 -0.40 -1.05 -0.147
H 4.808668 -12.262341 -18.640462 0.02 -0.09 0.09 0.064
H 4.651785 -9.651524 -17.879459 0.01 -0.07 -0.17 0.088
H 5.166817 -9.599000 -15.255548 -0.32 -0.03 0.10 0.101
H 5.225611 -12.055851 -14.494007 0.18 0.12 0.02 0.121
H 5.399008 -13.634254 -16.319172 -0.42 -0.07 -0.05 0.088
O 7.267682 -19.502665 -17.966919 -0.57 0.05 -0.20 0.115
C 8.153302 -18.868448 -18.462211 0.18 -0.34 -0.32 -0.477
C 8.548632 -18.691475 -19.925903 0.03 -0.47 0.49 -0.058
C 10.050426 -18.539191 -19.759668 0.51 0.28 -0.09 -0.150
C 10.207511 -17.795948 -18.429016 -1.62 -0.52 -1.45 -0.130
O 9.062322 -18.266805 -17.674344 0.81 0.20 0.79 0.008
H 8.273985 -19.576292 -20.495770 -0.11 0.03 0.03 0.127
H 8.039594 -17.828738 -20.357078 0.16 0.01 0.13 0.088
H 10.504016 -19.525245 -19.637577 0.05 0.00 -0.28 0.120
H 10.575778 -17.974174 -20.531953 -0.16 -0.26 -0.21 0.116
H 11.150580 -18.100617 -17.993557 -0.09 0.56 0.67 0.127
H 9.997273 -16.747692 -18.631970 0.82 0.22 0.53 0.090
O 5.564624 -14.062117 -13.553909 -0.04 -0.08 0.11 0.107
C 6.415393 -14.836200 -13.900583 -0.66 0.46 -0.09 -0.493
C 7.734924 -15.100172 -13.238942 0.02 -0.56 -0.48 -0.059
C 8.578049 -15.578532 -14.439580 0.31 1.17 0.79 -0.132
C 7.555784 -16.205266 -15.351719 -1.11 -1.19 0.95 -0.124
O 6.267827 -15.590970 -15.011526 0.74 0.83 -0.26 -0.001
H 8.094069 -14.209946 -12.735331 0.06 -0.01 0.03 0.127
H 7.554311 -15.890797 -12.505151 0.14 0.01 0.03 0.136
H 8.987760 -14.663525 -14.873935 0.04 -0.15 -0.31 0.097
H 9.425718 -16.189824 -14.139587 -0.17 -0.32 -0.24 0.124
H 7.736762 -16.119158 -16.415321 0.03 -0.01 0.01 0.088
H 7.328417 -17.233504 -15.056293 0.76 -0.25 -0.53 0.140
O 9.352321 -14.662396 -27.596233 -0.28 -0.32 0.27 0.113
C 8.730954 -14.596515 -26.569033 1.30 0.48 -0.28 -0.498
C 9.189863 -14.941646 -25.167886 -0.12 0.36 0.40 -0.073
C 8.230644 -14.128973 -24.296562 -0.42 -0.69 0.56 -0.142
C 6.962457 -14.018998 -25.181728 0.77 -0.76 0.53 -0.112
O 7.515114 -14.048292 -26.517238 -1.08 0.33 -0.11 0.030
H 9.103394 -16.016526 -24.991655 -0.30 -0.01 -0.07 0.118
H 10.223467 -14.711587 -24.917288 0.11 0.15 -0.65 0.122
H 8.137216 -14.688008 -23.363756 -0.71 0.26 0.02 0.083
H 8.589187 -13.146094 -23.996014 0.19 0.07 -0.40 0.106
H 6.293759 -14.876424 -25.066718 0.15 -0.15 -0.01 0.119
H 6.340363 -13.143630 -25.021652 0.37 0.31 -0.20 0.110
C 11.989385 -13.901261 -20.383593 0.32 -0.63 -2.11 -0.142
O 10.871759 -13.069652 -20.085273 0.54 -0.16 0.36 -0.131
H 12.706674 -13.404727 -21.046609 0.12 0.39 0.54 0.088
H 12.525327 -14.380900 -19.565685 -0.33 0.37 0.44 0.082
H 11.661173 -14.684043 -21.081648 -0.29 -0.22 0.52 0.078
H 11.150905 -12.172100 -20.285091 -0.27 0.11 0.23 0.095
C 11.259295 -13.760516 -16.675147 -0.20 0.17 0.50 -0.134
O 10.360306 -14.419494 -17.547362 -0.13 -0.12 -0.24 -0.156
H 12.180868 -14.322664 -16.514099 0.10 -0.02 -0.30 0.082
H 11.475203 -12.737964 -16.985861 0.11 -0.05 -0.19 0.086
H 10.782078 -13.685540 -15.697902 -0.06 0.00 0.00 0.063
H 10.461498 -14.071330 -18.446649 0.15 0.25 0.20 0.028
C 4.577911 -18.083625 -16.984455 0.82 -0.38 -0.08 -0.166
O 4.421430 -19.437445 -16.571682 -0.08 0.27 0.26 -0.119
H 4.192051 -17.369478 -16.259593 -0.63 -0.34 0.01 0.080
H 5.644859 -17.839521 -17.023198 -0.01 -0.04 -0.32 0.039
H 4.141656 -17.992528 -17.980424 -0.08 0.57 0.02 0.077
H 5.038043 -19.941938 -17.114846 0.05 -0.01 0.13 0.055
C 5.812192 -18.703461 -23.257673 0.29 -0.07 0.98 -0.138
O 7.130012 -18.162686 -23.405563 -0.32 0.24 -0.26 -0.145
H 5.613213 -19.387066 -24.081336 -0.35 -0.08 0.21 0.082
H 5.815107 -19.206413 -22.284633 0.06 -0.43 -0.35 0.077
H 5.017033 -17.961099 -23.117333 0.21 0.27 -0.65 0.068
H 7.276291 -18.064147 -24.350853 0.13 0.11 0.06 0.067
```
Positions in Å, forces in eV/Å.

Properties
Structure (SMILES): c1cc[nH]c1.c1cc[nH]c1.c1cc[nH]c1.c1cc[nH]c1.O=C1CCCO1.O=C1CCCO1.O=C1CCCO1.CO.CO.CO.CO
HOMO level, Ha: -0.29468
Energy above the lowest of the compared OMol25 structures with the same formula, charge and spin, eV: 0.000
Gap between HOMO and LUMO, Eh: 0.2919
Energy, Ha: -2223.05644